Entry from the Open Molecules 2025 dataset: a molecular structure, C29H41F5P2SV in a non-equilibrium geometry (ωB97M-V/def2-TZVPD).

Geometry as XYZ:
```
79
C29H41F5P2SV | the Open Molecules 2025 dataset | ωB97M-V/def2-TZVPD
V 1.213 -1.084 0.681
C -0.569 -1.284 1.805
C -0.354 -2.431 0.965
C 1.446 -2.259 2.408
C 0.486 -1.259 2.754
C 0.928 -3.007 1.296
C -1.820 -0.452 1.876
H -2.462 -0.665 1.003
H -1.587 0.621 1.893
H -2.391 -0.680 2.795
C 0.424 -0.555 4.064
H -0.204 0.352 4.026
H 1.436 -0.269 4.392
H 0.001 -1.239 4.825
C 2.608 -2.648 3.253
H 2.242 -2.888 4.267
H 3.331 -1.823 3.352
H 3.106 -3.538 2.852
C 1.432 -4.348 0.855
H 1.838 -4.903 1.710
H 2.237 -4.286 0.102
H 0.631 -4.973 0.433
C -1.411 -3.065 0.131
H -1.134 -4.105 -0.105
H -1.595 -2.513 -0.809
H -2.366 -3.096 0.690
C -2.907 3.560 -0.614
C -4.051 2.876 -0.713
C -4.386 1.802 -1.684
C -3.514 1.728 -2.968
C -2.487 0.687 -2.726
C -1.666 0.725 -1.571
C -0.999 1.877 -0.870
C -1.558 3.270 -1.193
H -5.437 1.856 -1.990
H -3.094 2.673 -3.294
H -4.301 0.832 -1.132
H -1.487 3.449 -2.278
H -2.885 4.430 0.039
H -4.865 3.142 -0.038
H -0.845 3.971 -0.725
H -1.009 1.759 0.208
H -1.898 -0.037 -0.814
H 0.083 1.902 -1.106
H -4.129 1.354 -3.801
H -2.879 -0.292 -3.022
P -0.484 0.405 -3.112
C -0.456 2.013 -4.047
C -0.954 -0.753 -4.474
P 1.744 -1.440 -1.515
C 1.243 0.027 -2.604
C 1.003 -2.848 -2.463
C 3.588 -1.537 -1.628
H 0.370 2.624 -3.674
H -1.394 2.581 -4.011
H -0.291 1.791 -5.118
H -0.816 -0.221 -5.432
H -2.012 -1.058 -4.452
H -0.330 -1.655 -4.474
H 3.919 -1.769 -2.639
H 3.931 -2.314 -0.950
H 4.073 -0.602 -1.314
H 1.611 0.916 -2.058
H 1.868 -0.041 -3.525
H 1.066 -3.775 -1.870
H 1.539 -2.995 -3.418
H -0.067 -2.679 -2.690
F 1.780 3.935 5.894
C 2.042 3.159 4.812
C 1.287 3.321 3.652
F 0.308 4.258 3.580
C 1.544 2.510 2.563
F 0.763 2.658 1.453
C 2.557 1.534 2.595
S 2.878 0.588 1.160
C 3.316 1.395 3.784
F 4.308 0.462 3.885
C 3.069 2.219 4.879
F 3.840 2.122 5.989
```

Summary:
- ΔE to the lowest compared entry with this formula, charge and spin (eV) = 1.264
- spin multiplicity = 3
- net charge = +1
- maximum force (Eh/bohr) = 0.0671
- orbital gap (spin up / spin down) (eV) = 7.436 / 5.101

=====

Entry from the Open Molecules 2025 dataset: a molecular structure, C29H41MoN5O2PS (ωB97M-V/def2-TZVPD).

Geometry as XYZ:
```
80
C29H41MoN5O2PS | the Open Molecules 2025 dataset | ωB97M-V/def2-TZVPD
Mo -0.480 -0.120 -0.262
N -0.048 -2.982 -3.399
C -0.565 -2.041 -2.601
S 0.450 -0.567 -2.335
N -1.710 -2.193 -2.017
N -2.036 -1.010 -1.359
C -3.079 -0.339 -1.737
C -4.130 -0.880 -2.596
C -4.684 -2.129 -2.296
C -5.690 -2.643 -3.093
C -6.122 -1.936 -4.210
C -5.559 -0.706 -4.525
C -4.576 -0.166 -3.714
C -3.036 1.086 -1.343
C -4.095 1.946 -1.544
C -3.916 3.312 -1.331
C -2.684 3.761 -0.898
C -1.682 2.831 -0.657
N -1.836 1.525 -0.877
H 0.785 -2.797 -3.932
H -0.639 -3.745 -3.698
H -4.333 -2.685 -1.437
H -6.135 -3.598 -2.851
H -6.902 -2.346 -4.837
H -5.889 -0.166 -5.402
H -4.132 0.788 -3.972
H -5.041 1.555 -1.891
H -4.728 4.005 -1.511
H -2.486 4.811 -0.736
H -0.721 3.153 -0.288
C 1.446 0.299 2.617
C 1.821 0.478 1.172
C 1.324 1.561 0.418
C 1.926 1.916 -0.821
C 1.515 3.153 -1.571
C 2.951 1.125 -1.303
C 3.417 0.005 -0.602
C 4.568 -0.789 -1.141
C 2.832 -0.310 0.618
H 0.438 0.648 2.827
H 2.135 0.884 3.231
H 1.540 -0.741 2.931
H 0.688 2.281 0.927
H 2.342 3.519 -2.176
H 1.225 3.957 -0.894
H 0.685 2.954 -2.255
H 3.433 1.398 -2.235
H 5.500 -0.244 -0.975
H 4.476 -0.942 -2.216
H 4.663 -1.754 -0.647
H 3.227 -1.135 1.201
C -4.101 -0.625 2.118
P -2.734 0.473 2.456
C -2.201 0.230 4.138
C -3.322 2.150 2.318
O -1.576 0.188 1.475
H -4.897 -0.469 2.847
H -3.766 -1.661 2.178
H -4.495 -0.433 1.119
H -3.039 0.449 4.803
H -1.382 0.908 4.379
H -1.885 -0.798 4.306
H -4.099 2.307 3.069
H -3.754 2.323 1.333
H -2.512 2.856 2.503
C 1.161 -5.166 1.442
N 1.006 -3.885 0.735
C 1.841 -3.706 -0.457
C 0.167 -2.965 1.125
C -0.683 -3.152 2.339
O 0.070 -1.872 0.463
H 1.441 -5.922 0.713
H 0.232 -5.473 1.911
H 1.948 -5.090 2.192
H 1.392 -4.232 -1.299
H 2.822 -4.132 -0.258
H 1.940 -2.651 -0.693
H -1.443 -3.913 2.149
H -1.169 -2.210 2.568
H -0.092 -3.477 3.194
```

Summary:
- ΔE to the lowest compared entry with this formula, charge and spin (eV) = 0.000
- spin multiplicity = 3
- net charge = +3
- maximum force (Eh/bohr) = 0.0116
- orbital gap (spin up / spin down) (eV) = 6.014 / 6.699